Density functional theory data (ωB97M-V/def2-TZVPD) for 11 unconnected molecules or ions with the total composition C99H209N11O11.

XYZ file:
```
330
Properties=species:S:1:pos:R:3:forces:R:3:mulliken_charge:R:1
C -5.7055 -14.1538 21.7815 0.986 -0.164 -1.550 -0.126
C -6.5636 -15.0792 22.6168 -2.604 0.928 0.733 2.642
C -6.7030 -14.3978 24.0968 0.370 -1.202 -0.731 -1.125
C -7.9972 -14.9514 21.9966 0.127 -0.159 0.071 -0.080
C -9.0397 -15.9216 22.5064 0.201 -1.327 -0.522 -0.397
C -8.5889 -17.4123 22.2832 1.054 1.499 0.639 -1.158
C -7.0927 -17.6391 22.8312 -1.045 -0.824 1.579 1.759
C -7.2253 -17.8229 24.4122 -0.335 -0.352 -0.923 -1.084
C -6.6397 -19.0466 22.2458 -0.126 1.836 0.288 -1.245
N -6.1591 -16.5104 22.5299 -3.486 1.204 -2.544 0.691
O -4.8708 -16.6686 22.8558 1.765 -0.666 1.166 0.541
H -6.2012 -13.2202 21.5156 -0.002 0.453 1.123 -0.291
H -4.6543 -14.0432 22.0475 -0.182 0.444 0.797 0.045
H -5.5618 -14.4592 20.7451 -0.334 -1.131 -0.167 -0.760
H -7.4971 -14.8319 24.7042 0.179 -0.601 -0.007 -0.378
H -5.7412 -14.4831 24.6026 -0.023 0.063 0.350 0.211
H -7.0110 -13.3523 24.1124 0.429 0.238 -0.797 0.258
H -8.4197 -13.9591 22.1551 0.461 0.358 0.215 -0.316
H -7.9329 -15.0455 20.9126 0.165 -0.290 -0.139 -0.578
H -9.3214 -15.7678 23.5480 0.351 0.048 0.267 -0.475
H -9.9604 -15.7116 21.9621 -0.145 -0.201 -0.180 0.874
H -8.6756 -17.7257 21.2428 0.216 0.332 -0.178 -0.143
H -9.2603 -18.0517 22.8563 0.216 -0.200 0.040 0.496
H -7.2882 -16.8890 24.9708 0.534 -0.003 -0.083 -0.340
H -6.4647 -18.5190 24.7658 0.346 0.415 0.300 0.109
H -8.1643 -18.3149 24.6659 -0.113 -0.200 -0.224 0.477
H -7.4549 -19.7388 22.4570 0.068 -0.071 -0.040 0.899
H -5.7199 -19.4159 22.6995 0.010 0.071 0.025 -0.369
H -6.5051 -18.9385 21.1696 -0.006 -0.164 -0.047 -0.538
H -4.8688 -16.5090 23.8024 0.802 -0.158 0.758 -0.095
C -7.9578 -13.8393 17.6674 1.114 1.156 0.386 -2.026
C -8.7591 -15.0058 17.2201 -1.049 0.210 -0.638 2.013
C -10.1014 -14.9178 17.9594 -1.126 -1.303 0.441 -1.602
C -9.0866 -14.8047 15.6925 -0.670 -0.679 -0.976 -1.548
C -9.5715 -16.0723 14.8986 1.056 -0.217 1.929 -0.658
C -8.5630 -17.1648 15.2229 0.506 0.118 -0.635 -1.386
C -8.2938 -17.4330 16.7233 0.161 -1.437 -0.357 1.803
C -9.4782 -18.1854 17.2846 -1.446 0.484 0.557 -1.776
C -7.1222 -18.4383 16.7930 0.686 0.755 0.869 -1.612
N -7.9354 -16.1983 17.4325 0.664 0.316 -0.649 -0.157
O -7.5937 -16.3055 18.8324 -1.943 -0.383 -0.705 1.005
H -8.4636 -12.9181 17.3781 0.292 0.148 -0.345 0.540
H -7.7825 -13.7308 18.7377 -0.445 -0.489 0.266 -0.238
H -6.9486 -13.9586 17.2734 0.046 0.479 -0.474 0.627
H -10.8060 -15.6783 17.6229 0.208 -0.505 0.045 0.457
H -9.9928 -15.0532 19.0355 0.173 -0.019 0.067 -0.067
H -10.7520 -14.0564 17.8082 0.832 0.736 -0.184 0.457
H -9.8923 -14.0786 15.5848 0.014 0.276 0.452 0.431
H -8.2707 -14.3678 15.1167 0.479 -0.131 0.329 0.473
H -10.5215 -16.4408 15.2856 -0.384 0.409 -0.299 0.345
H -9.5806 -15.9543 13.8150 -0.321 0.386 0.138 0.463
H -7.6554 -16.9343 14.6650 0.525 0.323 0.450 0.404
H -8.8466 -18.0901 14.7213 -0.313 -0.368 0.414 0.446
H -9.3719 -18.3053 18.3628 0.186 -0.474 0.003 -0.026
H -9.6938 -19.1103 16.7497 0.483 -0.263 0.257 0.500
H -10.4187 -17.6431 17.1873 0.004 0.318 -0.102 0.443
H -6.7902 -18.5631 17.8236 -0.268 0.162 0.250 -0.284
H -6.2437 -18.0182 16.3032 0.003 -0.181 -0.400 0.546
H -7.3374 -19.4629 16.4898 -0.259 0.271 -0.557 0.430
H -6.6661 -16.5377 18.9170 0.737 0.015 -0.425 -0.028
C -2.9028 -19.3046 24.4137 -0.837 -0.984 1.701 -1.384
C -2.5230 -20.2440 25.6636 1.396 1.130 -0.307 1.906
C -3.5184 -21.3968 25.9236 0.089 0.510 -0.980 -1.890
C -1.1093 -20.8371 25.3274 1.138 -0.055 1.081 -1.591
C 0.1008 -19.8571 25.5401 -2.071 0.342 -1.090 -0.617
C -0.0169 -19.2519 26.9211 1.620 -0.197 0.052 -1.680
C -1.3020 -18.5410 27.2277 -0.119 1.246 -0.926 1.981
C -1.2423 -18.1486 28.7213 -1.136 -0.616 -0.444 -1.885
C -1.3545 -17.1382 26.4412 -1.098 -1.190 0.214 -1.690
N -2.4248 -19.4970 26.9795 3.213 -0.813 -1.127 0.093
O -3.6215 -19.0105 27.4059 -1.522 0.654 0.332 0.157
H -3.2441 -19.9175 23.5794 -0.045 -0.051 0.030 0.565
H -3.7454 -18.7335 24.8035 -0.185 0.317 -0.425 0.122
H -2.1352 -18.6252 24.0431 0.172 -0.193 0.363 0.034
H -3.3387 -21.8967 26.8754 0.230 0.123 -0.033 0.493
H -4.5572 -21.0672 25.9007 0.021 0.167 0.050 0.027
H -3.4021 -22.1158 25.1127 -0.039 -0.181 0.014 0.487
H -0.8874 -21.6672 25.9980 -0.351 -0.353 0.074 0.454
H -1.0609 -21.2235 24.3094 -0.403 0.002 -0.059 0.453
H 1.0814 -20.2032 25.2133 -0.043 -0.740 0.682 0.452
H -0.0717 -19.1178 24.7579 -0.011 0.758 0.203 0.236
H 0.8068 -18.5626 27.1067 0.025 0.453 -0.270 0.475
H 0.1898 -19.9796 27.7058 -0.354 -0.593 -0.066 0.462
H -1.4182 -19.0566 29.2980 0.185 -0.025 0.242 0.510
H -2.0708 -17.4708 28.9268 0.109 0.162 0.198 0.111
H -0.2929 -17.6961 29.0079 -0.063 -0.015 -0.195 0.468
H -1.0538 -17.0959 25.3943 0.808 -0.413 0.164 0.330
H -0.8463 -16.3989 27.0602 -0.040 0.133 -0.334 0.534
H -2.4084 -16.8913 26.3131 -0.247 0.348 0.633 0.160
H -3.7610 -19.5588 28.1815 -0.583 0.158 0.194 0.227
C -14.2078 -19.5949 26.7296 1.173 0.912 0.535 -1.814
C -13.2518 -18.4567 26.1457 -1.775 0.393 0.498 1.843
C -12.6190 -18.9396 24.8561 2.054 -1.074 -1.204 -1.326
C -14.1995 -17.2957 25.6761 -0.448 1.128 -0.789 -1.703
C -13.4287 -16.0002 25.3528 0.830 -1.260 0.027 -0.267
C -12.7691 -15.5794 26.6610 0.721 -0.752 -1.413 -1.005
C -11.7666 -16.6652 27.2749 0.905 1.040 -2.670 1.424
C -10.4224 -16.7093 26.3452 -0.828 1.509 1.068 -0.549
C -11.4284 -16.1021 28.6327 0.895 -0.376 0.180 -1.956
N -12.3618 -17.9777 27.2730 -1.910 -0.418 -0.050 -0.113
O -11.4401 -18.9680 27.7300 -0.127 0.169 -0.587 -0.020
H -15.0245 -19.8328 26.0480 0.227 -0.120 -0.025 0.391
H -13.6593 -20.4710 27.0754 0.250 -0.322 -0.827 0.264
H -14.6045 -19.2806 27.6950 -0.406 0.646 -0.200 0.442
H -13.1694 -19.0008 23.9172 -1.388 -0.201 0.617 0.364
H -11.8169 -18.3749 24.3807 0.466 0.688 0.987 0.253
H -12.1604 -19.9238 24.9509 -0.038 -0.204 0.306 0.177
H -14.7034 -17.6027 24.7596 0.188 -0.493 -0.103 0.614
H -15.0657 -17.0196 26.2773 0.302 -0.352 0.954 0.359
H -12.7177 -16.2620 24.5692 0.565 -0.049 0.133 -0.019
H -13.9260 -15.1612 24.8662 -0.847 -0.162 0.447 0.539
H -13.6305 -15.3041 27.2695 0.479 -0.029 0.784 0.509
H -12.1644 -14.7092 26.4056 0.084 0.242 0.620 -0.031
H -9.6419 -17.3702 26.7221 -0.466 -0.564 -0.183 0.021
H -9.9338 -15.7375 26.4163 -0.041 0.428 0.170 0.402
H -10.6299 -16.7853 25.2778 -0.104 -0.632 0.164 -0.144
H -12.3064 -16.0657 29.2776 0.128 0.024 0.078 0.530
H -10.9937 -15.1143 28.4797 -0.423 0.294 0.011 0.271
H -10.5872 -16.6177 29.0959 -0.295 -0.504 0.260 0.342
H -11.8227 -19.2280 28.5712 0.028 -0.106 0.150 0.251
C -4.3691 -19.4094 18.8270 -1.545 -0.346 0.362 -2.493
C -3.2605 -18.5427 19.3539 -0.539 1.408 0.500 2.416
C -3.0468 -18.6905 20.8704 0.092 -1.049 0.639 -1.243
C -2.0312 -18.9236 18.4756 1.825 0.440 1.659 -1.287
C -0.8554 -17.8768 18.6623 -2.650 -0.149 -1.010 -0.741
C -1.4246 -16.4372 18.3057 0.959 -0.013 2.110 -1.317
C -2.7296 -15.9530 19.0687 0.142 -1.235 1.678 2.358
C -2.3924 -15.4393 20.4815 0.913 -0.690 1.463 -1.707
C -3.3608 -14.8439 18.2995 -0.480 0.191 -0.981 -2.190
N -3.6862 -17.1260 19.1887 -0.316 1.367 -2.204 0.031
O -5.0227 -16.7719 19.7145 2.413 -0.738 -1.016 2.151
H -4.1733 -20.4716 18.9732 0.352 -0.066 -0.421 0.655
H -5.3343 -19.2764 19.3156 0.146 0.280 0.565 -0.419
H -4.6376 -19.1277 17.8088 0.625 -0.361 -0.229 0.538
H -3.9019 -18.4302 21.4943 -0.640 -0.067 -0.602 -0.344
H -2.8493 -19.7271 21.1435 0.326 -0.167 0.039 0.827
H -2.3237 -18.0384 21.3603 0.636 -0.130 -0.688 0.064
H -1.6694 -19.8545 18.9122 0.007 -0.219 0.413 0.493
H -2.2109 -19.2889 17.4645 -0.531 1.018 -0.264 0.335
H -0.5547 -17.9252 19.7089 -0.222 0.315 0.141 0.312
H 0.0532 -18.1484 18.1249 -0.219 0.196 -0.434 0.487
H -1.4342 -16.0882 17.2732 -0.142 -0.737 -0.154 0.447
H -0.6509 -15.8574 18.8091 0.065 0.779 -0.384 0.393
H -1.9691 -14.4572 20.6921 -0.257 0.570 -1.060 0.689
H -1.6027 -16.0349 20.9394 0.112 -0.550 -0.076 0.369
H -3.2011 -15.5324 21.2064 -0.405 -0.053 -0.347 -0.377
H -4.2108 -14.3648 18.7852 -0.364 -0.600 0.051 -0.266
H -3.6137 -15.3522 17.3690 -0.576 0.706 -0.356 0.591
H -2.7193 -13.9830 18.1110 0.594 -0.334 -0.092 0.536
H -4.9624 -16.8492 20.6695 -0.165 0.091 0.637 -0.919
C -6.6861 -16.3326 27.8606 -0.432 -0.651 -1.337 -1.415
C -6.6588 -15.5502 29.1278 1.108 1.137 1.470 2.622
C -7.7942 -15.8429 30.0912 -0.494 -0.154 -0.322 -1.515
C -5.3466 -15.9544 29.8928 0.160 -1.311 -0.071 -1.504
C -4.8001 -15.0373 30.9054 -1.105 2.916 0.627 -1.158
C -4.6014 -13.6634 30.2094 0.243 -0.826 0.438 -1.211
C -5.9464 -13.0804 29.6128 1.572 -0.281 -1.058 1.590
C -6.7391 -12.4163 30.7801 -0.334 -1.096 -0.986 -1.650
C -5.5054 -11.9782 28.6086 -0.964 1.050 0.267 -2.519
N -6.6596 -14.1228 28.7389 3.119 0.654 1.426 0.869
O -7.8609 -13.6700 28.2133 -0.807 0.070 0.334 -0.447
H -5.9149 -16.0144 27.1591 0.550 0.036 0.419 0.554
H -6.5730 -17.4048 28.0212 -0.090 -0.083 0.047 0.354
H -7.5685 -16.1605 27.2442 -0.541 -0.105 0.419 -0.526
H -7.7044 -16.8951 30.3615 -0.795 -0.183 -0.241 0.399
H -7.8125 -15.3071 31.0403 0.609 0.287 -0.104 0.318
H -8.6991 -15.5177 29.5780 -0.350 -0.691 0.150 0.034
H -5.5245 -16.8669 30.4617 -0.700 -0.414 -0.290 0.505
H -4.4988 -16.2807 29.2904 -0.164 0.362 -0.902 0.224
H -5.5416 -14.7617 31.6553 -0.377 -0.594 0.364 0.350
H -3.9784 -15.4514 31.4897 0.369 0.181 -0.465 0.476
H -3.7618 -13.8181 29.5318 -0.350 0.336 -0.832 0.160
H -4.2348 -12.9153 30.9123 -0.084 0.076 0.110 0.653
H -7.5424 -11.8416 30.3191 -0.102 0.117 0.342 0.339
H -6.1261 -11.8033 31.4408 0.101 0.104 -0.346 0.352
H -7.1700 -13.2132 31.3863 -0.171 0.139 0.100 0.414
H -6.3790 -11.3797 28.3501 -0.420 -0.077 -0.191 0.445
H -5.0656 -12.2471 27.6482 0.136 -0.732 0.298 0.510
H -4.8821 -11.1955 29.0412 0.403 -0.308 0.411 0.482
H -7.6148 -13.3294 27.3501 -0.034 -0.014 -0.232 0.260
C -7.6199 -26.0767 22.6332 1.235 0.812 -0.376 -1.579
C -7.5570 -26.2725 21.0904 -0.290 -0.419 -0.306 1.849
C -6.5822 -27.5137 20.7408 -0.720 1.053 1.105 -1.933
C -8.9878 -26.5527 20.6725 -1.347 -2.563 -0.648 -1.602
C -10.0547 -25.4725 20.6966 2.066 1.152 -0.714 -0.697
C -9.4229 -24.3218 19.8117 -2.688 -1.381 1.379 -1.469
C -8.0100 -23.9607 20.1502 0.262 1.707 -0.155 2.022
C -7.6198 -23.1936 18.8834 0.476 -0.317 -0.437 -2.111
C -7.9822 -22.9437 21.3182 0.229 -0.034 0.367 -1.864
N -7.1520 -25.0866 20.3042 -0.906 -2.541 0.147 0.254
O -5.8718 -24.7195 20.6591 1.156 0.663 -0.008 -0.470
H -7.7254 -26.9848 23.2266 -0.063 -0.165 -0.355 0.471
H -6.6693 -25.6125 22.8958 0.123 -0.022 0.385 0.407
H -8.3875 -25.3657 22.9387 -0.132 -0.162 -0.140 0.142
H -6.3738 -27.7149 19.6900 -0.519 0.264 -0.081 0.405
H -5.6109 -27.4107 21.2246 0.038 0.478 0.039 0.407
H -6.9915 -28.3953 21.2340 -0.303 -0.137 -0.285 0.409
H -9.0785 -27.0485 19.7060 0.648 0.382 -0.665 0.454
H -9.3471 -27.4012 21.2547 0.088 -0.048 0.698 0.463
H -10.9654 -25.8017 20.1962 -0.034 -0.129 0.393 0.413
H -10.2190 -25.1849 21.7351 -0.368 0.347 -0.131 0.270
H -10.0725 -23.4533 19.9215 0.230 0.332 0.070 0.484
H -9.5879 -24.6137 18.7746 0.537 -0.250 -0.085 0.498
H -6.5958 -22.8226 18.8390 -0.191 0.796 0.588 0.251
H -8.4411 -22.4845 18.7797 0.696 0.672 -0.425 0.446
H -7.6226 -23.8398 18.0057 -0.465 -0.357 0.056 0.516
H -8.6542 -22.1267 21.0552 0.016 0.082 0.235 0.452
H -6.9952 -22.5316 21.5282 0.189 0.041 -0.572 0.511
H -8.2390 -23.3433 22.2992 -0.568 -0.249 -0.164 0.238
H -5.4406 -24.7916 19.8045 0.622 0.076 0.135 0.390
C -6.4090 -10.4257 15.8058 0.082 0.305 -0.319 -1.725
C -6.0488 -9.2938 16.8240 0.115 -0.142 -1.220 1.256
C -4.9332 -8.3722 16.2968 0.898 -0.514 -0.097 -1.794
C -7.3164 -8.3894 16.9733 -0.630 -1.482 -0.293 -1.013
C -7.2486 -7.5354 18.1466 0.360 1.053 1.003 -1.075
C -7.0876 -8.2984 19.4158 0.799 -0.836 -0.686 -0.692
C -5.8256 -9.2655 19.4198 0.047 1.017 -0.947 1.450
C -4.5082 -8.5217 19.7726 -0.280 -0.428 1.116 -1.812
C -6.2145 -10.3143 20.4253 0.766 -0.763 1.161 -1.971
N -5.7088 -9.9484 18.0995 -2.028 0.740 1.260 0.992
O -4.7459 -10.9779 18.1570 0.294 0.850 -0.744 -0.478
H -6.8586 -10.0492 14.8870 0.137 0.580 -0.047 0.407
H -5.5696 -11.0311 15.4636 0.224 0.057 0.370 0.381
H -7.1844 -11.0991 16.1712 0.160 0.011 0.555 0.184
H -5.1997 -7.9632 15.3223 0.091 0.040 -0.001 0.401
H -4.6020 -7.5713 16.9579 -0.826 0.273 0.166 0.310
H -3.9816 -8.8997 16.2302 -0.072 -0.527 -0.475 0.380
H -7.6766 -7.7298 16.1838 1.215 -0.307 -1.046 0.453
H -8.2076 -9.0103 17.0642 -0.027 -0.601 0.342 0.339
H -6.3804 -6.8771 18.1132 -0.112 0.505 -0.397 0.370
H -8.1672 -6.9496 18.1786 0.099 0.370 0.227 0.451
H -7.9333 -8.9818 19.4914 -0.302 0.268 0.551 0.088
H -7.0390 -7.5029 20.1594 0.044 -0.761 0.829 0.439
H -4.2248 -7.7230 19.0872 0.034 -0.352 -0.162 0.273
H -3.7174 -9.2446 19.9727 0.273 -0.176 -0.940 0.460
H -4.5199 -8.0774 20.7678 -0.711 0.418 0.161 0.356
H -6.8988 -11.0476 19.9987 -0.577 0.414 0.008 0.328
H -6.5958 -9.8118 21.3142 -0.486 -0.131 -0.001 0.633
H -5.4273 -10.9508 20.8292 0.588 0.215 -0.315 0.408
H -5.2484 -11.7741 18.3443 -0.234 -0.198 -0.109 0.243
C -2.1352 -12.7098 26.0968 0.368 -0.085 -0.599 -2.313
C -2.1699 -12.0230 24.7033 1.214 0.680 0.671 2.297
C -1.3492 -12.8345 23.6230 -0.441 0.435 1.167 -1.721
C -3.6307 -11.9470 24.3571 -0.667 -0.308 -1.627 0.188
C -3.9004 -11.0100 23.1907 0.176 0.158 1.055 0.269
C -3.4231 -9.6419 23.6039 0.233 -0.028 -0.066 -1.925
C -1.9182 -9.5514 23.9745 0.251 1.176 -0.215 1.683
C -1.1286 -9.5241 22.6658 -0.218 0.518 -0.039 -1.802
C -1.7408 -8.1646 24.6704 -0.917 -0.159 0.374 -1.865
N -1.5711 -10.6341 24.8965 -2.163 -0.806 0.171 0.470
O -0.2036 -10.6872 25.2496 -0.243 0.039 -0.417 -0.507
H -1.1463 -12.5600 26.5300 -0.028 -0.558 0.142 0.645
H -2.8881 -12.3626 26.8045 0.051 0.643 -0.221 0.488
H -2.4038 -13.7598 25.9811 0.530 -0.279 -0.047 0.191
H -0.3161 -12.8714 23.9688 0.023 -0.106 -0.077 0.526
H -1.7452 -13.8478 23.5558 0.027 -0.079 -0.069 0.177
H -1.3509 -12.3719 22.6360 -0.181 0.023 0.118 0.248
H -3.9059 -12.9659 24.0848 -0.173 -0.189 -0.008 -0.813
H -4.3245 -11.6670 25.1498 0.449 0.168 0.463 0.185
H -3.3599 -11.2663 22.2796 -0.371 -0.445 -0.143 0.475
H -4.9709 -10.8763 23.0344 -0.022 -0.527 -0.426 -0.218
H -4.0263 -9.2636 24.4293 -0.065 0.005 0.122 0.489
H -3.6606 -9.0703 22.7067 0.485 0.880 0.260 0.214
H -0.0572 -9.4497 22.8516 0.055 -0.796 -0.147 0.405
H -1.3432 -8.5988 22.1311 -0.278 0.184 0.047 0.451
H -1.5054 -10.3130 22.0148 0.798 -0.230 -0.084 0.283
H -2.1462 -8.1947 25.6817 0.230 -0.373 0.280 0.464
H -2.4460 -7.4735 24.2087 0.269 0.201 -0.492 0.372
H -0.7622 -7.6869 24.7189 0.155 -0.443 -0.273 0.322
H -0.2858 -10.6486 26.2053 0.411 0.177 0.149 0.375
C -8.2843 -20.4649 29.3837 -0.411 2.528 -1.140 -2.531
C -7.9450 -21.7171 28.6516 0.641 -0.080 1.028 2.378
C -6.5408 -21.6182 28.0790 0.092 0.485 -1.393 -1.748
C -7.9262 -22.6668 29.8423 0.438 -2.701 0.279 -1.541
C -7.8935 -24.1749 29.4531 1.458 1.513 0.112 -0.838
C -8.9947 -24.4328 28.5110 0.159 -0.934 0.786 -1.469
C -9.1339 -23.4641 27.3372 -0.746 -0.564 -2.017 2.098
C -8.1873 -23.9732 26.1496 0.119 0.511 1.295 -2.269
C -10.5671 -23.7494 26.8444 -1.821 0.525 -1.110 -1.633
N -8.9959 -22.0117 27.6989 -0.299 -3.591 3.042 0.072
O -9.1386 -21.1034 26.7154 0.324 0.754 -1.765 0.338
H -7.5075 -20.1462 30.0788 -0.333 -0.435 0.529 0.409
H -8.3298 -19.6099 28.7092 0.091 0.184 -0.463 0.232
H -9.3118 -20.5135 29.7441 0.253 -0.153 0.697 0.609
H -6.2051 -22.5182 27.5638 0.132 -0.292 0.530 0.377
H -6.5422 -20.8976 27.2612 -0.149 0.344 -0.043 0.062
H -5.8108 -21.2364 28.7927 0.012 -0.347 0.169 0.500
H -6.9908 -22.4945 30.3747 -0.120 0.407 0.224 0.434
H -8.7539 -22.4881 30.5286 -0.119 0.071 -0.111 0.492
H -6.9312 -24.3605 28.9762 0.246 -0.004 -0.150 0.313
H -7.9348 -24.8990 30.2668 -0.073 0.367 0.373 0.441
H -9.8409 -24.5756 29.1830 -0.806 0.747 -0.533 0.519
H -8.8153 -25.4620 28.2002 -0.288 -0.007 -0.968 0.374
H -8.0334 -23.1920 25.4052 -0.493 -0.181 -0.286 0.388
H -8.6107 -24.9102 25.7878 -0.027 0.316 -0.429 0.696
H -7.1793 -24.2327 26.4732 0.096 0.078 0.404 0.332
H -10.7333 -24.4101 25.9935 1.041 -0.718 0.042 0.373
H -11.1247 -22.9368 26.3787 0.440 0.988 0.414 0.138
H -11.2829 -24.1414 27.5668 0.396 0.131 0.553 0.387
H -9.8818 -20.5659 26.9989 -0.365 0.324 -0.139 0.029
C -10.8212 -9.8960 21.1480 -2.009 0.511 -1.660 -2.214
C -10.7790 -10.6340 22.4516 2.394 0.343 0.602 2.136
C -10.8776 -12.1320 22.2266 -1.643 -0.086 -0.612 -1.908
C -9.2751 -10.4120 22.8823 -1.077 0.274 2.984 -0.431
C -9.2032 -10.6735 24.4364 -0.505 -0.037 -1.153 -0.348
C -10.2855 -9.9297 25.2455 1.550 -0.119 0.566 -2.024
C -11.7423 -10.1597 24.8806 -0.159 0.439 -1.767 2.248
C -12.2830 -11.5002 25.3500 0.255 -1.404 -0.077 -1.631
C -12.6439 -9.1002 25.5100 0.413 0.490 0.905 -2.019
N -11.7752 -10.0151 23.3929 1.524 0.835 0.123 0.406
O -13.0816 -9.8855 22.8693 0.228 -0.921 -0.010 -0.471
H -10.1047 -10.2256 20.3956 0.162 -0.182 0.291 0.196
H -11.8089 -9.9869 20.6961 -0.211 -0.697 -0.330 0.554
H -10.8144 -8.8062 21.1656 0.786 0.146 0.830 0.503
H -11.9535 -12.2376 22.0871 -0.159 -0.857 -0.243 0.640
H -10.3714 -12.4079 21.3016 -0.026 0.006 -0.055 0.340
H -10.5505 -12.8324 22.9950 0.065 0.457 0.361 0.014
H -8.5354 -11.0651 22.4192 -0.499 -0.232 -0.499 -0.130
H -8.9746 -9.3881 22.6599 -0.001 0.155 0.184 0.387
H -9.3633 -11.7238 24.6802 0.079 -0.403 -0.478 -0.276
H -8.1868 -10.4761 24.7771 -0.084 0.380 0.335 0.729
H -9.9984 -8.8782 25.2590 -0.462 0.231 -0.038 0.372
H -10.1178 -10.3257 26.2471 -0.288 0.322 0.417 0.542
H -11.5138 -12.2224 25.6239 0.464 0.119 0.053 0.110
H -12.7845 -12.0136 24.5296 -0.480 0.234 0.091 0.291
H -12.9225 -11.4531 26.2314 -0.177 0.206 -0.180 0.371
H -12.4595 -9.1702 26.5820 -0.406 -0.448 0.299 0.501
H -13.7026 -9.2529 25.3002 0.154 -0.077 0.014 0.413
H -12.3854 -8.0482 25.3894 0.184 -0.007 -0.984 0.406
H -13.1308 -8.9742 22.5714 0.033 0.170 0.018 0.323
```
Forces are in eV/Å.

Output
- SMILES: CC1(C)CCCC(C)(C)N1O.CC1(C)CCCC(C)(C)N1O.CC1(C)CCCC(C)(C)N1O.CC1(C)CCCC(C)(C)N1O.CC1(C)CCCC(C)(C)N1O.CC1(C)CCCC(C)(C)N1O.CC1(C)CCCC(C)(C)N1O.CC1(C)CCCC(C)(C)N1O.CC1(C)CCCC(C)(C)N1O.CC1(C)CCCC(C)(C)N1O.CC1(C)CCCC(C)(C)N1O
- LUMO level: 0.480 eV
- 2S+1: 1
- Maximum force: 4.716 eV Å⁻¹